No. 1
Entry from OMol25: a molecular structure, C36H63ClGaN8O (the ωB97M-V functional and the def2-TZVPD basis).

XYZ file:
```
110
Properties=species:S:1:pos:R:3:forces:R:3:mulliken_charge:R:1
C 0.4676 -1.4489 -3.1890 -0.3 0.1 -0.3 0.762
C -0.6738 -1.8583 -3.2257 0.0 -0.3 0.2 -1.231
Ga -2.6246 -2.3181 -3.2238 0.1 0.6 -0.1 -0.002
Cl -2.8468 -4.5852 -3.0870 0.0 0.0 0.1 -0.550
C -3.4644 -1.3791 -1.6227 0.4 -0.3 -0.1 -0.044
O -4.2516 -0.2238 -1.9877 0.1 0.0 0.1 -0.470
C -3.5126 0.7336 -2.7093 -0.1 0.1 0.0 -0.902
H 1.4013 -0.9574 -3.2972 0.2 -0.1 0.2 0.444
H -3.2797 -1.7649 -4.5462 -0.2 -0.2 0.0 -0.282
H -4.1103 -2.0228 -1.0307 0.0 0.1 0.0 0.207
H -2.6617 -1.0529 -0.9531 0.1 0.1 0.1 -0.030
H -3.8412 1.7274 -2.3975 0.0 0.1 0.1 0.324
H -3.6847 0.6387 -3.7806 0.1 -0.1 -0.1 0.314
H -2.4396 0.6450 -2.5296 0.1 0.0 0.1 0.208
C -1.0699 0.7851 1.4696 0.0 0.0 0.0 -1.331
C -0.5650 2.2129 1.3229 0.1 -0.1 0.1 0.210
C -0.5297 2.6798 -0.1378 0.0 0.0 0.2 -0.422
C 0.3578 1.8561 -0.9539 0.0 0.0 -0.2 0.242
N 1.0510 1.2083 -1.6008 0.1 0.2 0.1 -0.560
H -0.4165 0.0709 0.9658 0.0 0.0 0.0 0.434
H -1.1070 0.5057 2.5230 0.0 0.0 0.0 0.304
H -2.0735 0.6796 1.0525 0.0 0.0 0.0 0.353
H 0.4341 2.2896 1.7599 0.0 0.0 -0.1 0.072
H -1.2173 2.8757 1.8900 0.1 0.1 -0.2 0.141
H -0.1856 3.7139 -0.2062 0.0 0.0 0.0 0.349
H -1.5260 2.6269 -0.5758 -0.1 0.0 0.0 0.195
C -2.7619 0.8024 6.4555 0.0 0.0 0.0 -1.083
C -4.0666 1.5779 6.3099 0.2 0.0 0.0 -0.481
C -4.4477 1.8198 4.8446 0.0 -0.2 0.2 -0.175
C -3.4403 2.5821 4.1213 -0.2 0.1 -0.3 0.171
N -2.7048 3.1903 3.4856 0.1 0.3 0.3 -0.509
H -1.9203 1.3527 6.0321 0.0 0.0 0.0 0.276
H -2.5388 0.6198 7.5068 0.0 0.0 0.0 0.339
H -2.8214 -0.1626 5.9501 0.0 0.0 0.0 0.303
H -3.9832 2.5362 6.8276 0.0 0.0 0.0 0.296
H -4.8779 1.0258 6.7875 0.0 0.0 -0.1 0.320
H -5.3898 2.3652 4.7765 0.0 0.0 -0.1 0.314
H -4.5714 0.8734 4.3117 -0.1 0.0 0.0 0.135
C 0.2696 -5.3674 -8.2545 -0.2 -0.1 0.1 -0.781
C 0.1496 -5.4990 -6.7401 0.0 0.0 -0.1 -0.457
C -1.2435 -5.1659 -6.1970 0.2 -0.1 0.1 -0.124
C -1.6223 -3.7881 -6.4866 -0.1 0.2 -0.1 0.173
N -1.9024 -2.6997 -6.7216 0.1 -0.1 -0.3 -0.462
H 0.0919 -4.3421 -8.5803 0.0 0.0 0.0 0.335
H 1.2648 -5.6439 -8.5808 0.0 0.0 -0.1 -0.033
H -0.4523 -6.0165 -8.7588 0.0 0.0 0.0 0.297
H 0.8826 -4.8483 -6.2592 0.0 0.0 0.0 0.300
H 0.3907 -6.5247 -6.4470 0.0 0.0 0.1 0.329
H -1.2835 -5.2928 -5.1147 -0.1 0.0 0.0 0.089
H -1.9940 -5.8268 -6.6365 0.0 0.0 0.0 0.311
C 1.9194 6.7954 3.8286 0.0 0.0 0.0 -1.075
C 0.5976 6.1004 3.5244 0.1 0.1 0.0 -0.377
C 0.1340 5.1627 4.6471 -0.1 0.1 -0.2 0.030
C 1.1164 4.1076 4.8858 0.1 0.0 0.1 0.271
N 1.9390 3.3277 5.0724 0.0 0.0 0.0 -0.535
H 2.7273 6.0703 3.9365 0.0 0.0 0.0 0.244
H 2.1917 7.4737 3.0190 0.0 0.0 0.0 0.408
H 1.8556 7.3771 4.7513 0.0 0.0 0.0 0.207
H 0.6889 5.5303 2.5980 -0.1 0.0 0.0 0.131
H -0.1796 6.8496 3.3643 -0.1 0.0 0.0 0.409
H -0.8198 4.7086 4.3772 0.0 -0.1 0.1 -0.080
H -0.0001 5.7180 5.5781 0.0 0.0 0.0 0.397
C 5.5493 -6.9183 -6.7995 0.0 0.0 0.0 -1.160
C 4.5184 -7.8337 -7.4480 0.1 0.0 0.1 -0.313
C 4.3105 -7.5347 -8.9380 0.0 -0.1 0.2 -0.425
C 3.8323 -6.1710 -9.1453 -0.1 0.1 -0.2 0.242
N 3.4248 -5.1097 -9.3039 0.2 0.0 0.0 -0.470
H 5.2316 -5.8759 -6.8374 0.0 0.0 0.0 0.356
H 5.6892 -7.1812 -5.7514 0.0 0.0 0.0 0.328
H 6.5168 -6.9986 -7.2995 0.0 0.0 0.0 0.303
H 3.5648 -7.7375 -6.9263 0.0 0.0 0.0 0.231
H 4.8345 -8.8736 -7.3469 0.0 0.0 -0.1 0.300
H 3.5770 -8.2183 -9.3677 0.0 0.0 0.0 0.279
H 5.2455 -7.6573 -9.4881 0.0 0.0 0.0 0.342
C 4.4037 5.3936 6.3974 0.1 0.0 0.0 -0.812
C 5.0610 6.6861 6.8613 0.0 -0.1 -0.1 -0.422
C 4.4329 7.2317 8.1496 0.1 0.0 -0.2 -0.499
C 3.0144 7.5304 7.9629 -0.1 0.0 0.1 0.329
N 1.8999 7.7648 7.8162 0.0 0.0 -0.1 -0.458
H 3.3510 5.5450 6.1665 0.0 0.0 0.0 -0.044
H 4.8822 5.0179 5.4937 0.0 0.0 0.0 0.343
H 4.4710 4.6146 7.1585 0.0 0.0 0.0 0.379
H 4.9828 7.4422 6.0771 0.0 0.0 0.0 0.275
H 6.1254 6.5193 7.0368 0.0 0.1 0.1 0.310
H 4.9310 8.1490 8.4667 0.0 0.0 0.0 0.305
H 4.5253 6.5035 8.9573 0.0 0.0 0.0 0.283
C 5.4253 -1.2464 1.0552 0.0 0.0 0.0 -1.197
C 4.3510 -1.0072 0.0004 0.1 0.0 0.1 -0.546
C 3.5453 0.2750 0.2389 0.1 -0.3 -0.1 0.233
C 2.8477 0.2233 1.5206 -0.1 0.2 0.1 0.303
N 2.2987 0.1826 2.5289 0.0 -0.1 0.0 -0.491
H 4.9849 -1.3704 2.0456 0.0 0.0 0.0 0.339
H 5.9930 -2.1503 0.8303 0.0 0.0 0.0 0.348
H 6.1274 -0.4105 1.0984 0.0 0.0 0.0 0.293
H 3.6674 -1.8570 -0.0271 0.0 0.0 0.0 0.312
H 4.8145 -0.9407 -0.9856 -0.1 0.0 0.0 0.356
H 2.7986 0.4093 -0.5451 0.1 0.0 0.0 -0.186
H 4.2033 1.1468 0.2348 0.0 0.0 0.0 0.331
C -6.5146 -3.0073 -0.5484 -0.1 0.0 -0.1 -1.035
C -7.4353 -1.7938 -0.4745 0.0 -0.1 0.1 -0.511
C -6.6727 -0.4940 -0.1941 -0.2 -0.1 0.0 0.210
C -5.9677 -0.5478 1.0828 0.1 0.1 -0.2 0.262
N -5.3819 -0.5883 2.0687 0.0 0.0 0.3 -0.508
H -6.0063 -3.1760 0.4017 0.0 0.0 0.0 0.320
H -7.0849 -3.9066 -0.7825 0.0 0.0 0.0 0.382
H -5.7540 -2.8804 -1.3201 -0.2 -0.1 0.0 0.191
H -8.1896 -1.9474 0.3009 0.0 0.0 0.0 0.331
H -7.9678 -1.6800 -1.4204 0.0 0.1 0.0 0.325
H -7.3506 0.3603 -0.1675 0.0 0.0 0.0 0.404
H -5.9350 -0.3088 -0.9782 0.1 0.0 0.0 -0.120
```
Forces are in eV/Å.

Properties
- DFT total energy: -4307.754866 Ha
- Orbital gap: 6.729 eV
- HOMO: -0.1759 Eh
- Net charge: -1
- Max |F|: 0.0115 Eh/bohr
- LUMO: 1.9 eV

***

No. 2
Entry from OMol25: a molecular structure, C36H64As3N2S2Se4Si2Zr (the ωB97M-V functional and the def2-TZVPD basis).

XYZ file:
```
114
Properties=species:S:1:pos:R:3:forces:R:3:mulliken_charge:R:1
Zr 0.7723 -0.7384 1.2510 -0.3 0.2 0.2 -0.957
C 4.4841 -1.2092 3.1988 0.1 0.0 0.0 -1.380
As 3.6871 -0.7529 1.4894 -0.2 0.0 -0.1 1.673
C 4.5133 -2.1220 0.3856 0.0 0.0 0.0 -1.174
C 4.7451 0.7288 0.7486 0.0 -0.1 0.0 -0.856
C 4.6829 2.1457 1.3166 0.0 -0.1 -0.1 2.839
C 5.0824 2.1538 2.7943 0.0 -0.1 0.1 -1.997
C 3.3106 2.7969 1.1187 -0.1 0.1 0.0 -0.539
As 1.6922 2.0087 1.9027 0.0 -0.2 0.0 1.653
C 2.0013 2.2613 3.8123 0.0 0.0 0.0 -1.600
C 0.5026 3.5343 1.6823 0.0 0.0 0.1 -1.415
C 5.7357 3.0074 0.5761 0.0 0.0 0.1 -2.226
As 6.0601 3.1530 -1.3764 0.0 0.0 0.0 0.315
C 6.5527 1.3185 -1.8858 0.0 0.0 0.0 -0.623
C 4.2637 3.1339 -2.1679 0.0 0.0 0.0 -0.576
H 5.5690 -1.1774 3.1108 0.0 0.0 0.0 0.476
H 4.1613 -2.2222 3.4358 0.0 0.0 0.0 0.427
H 4.1571 -0.5407 3.9902 0.0 0.0 0.0 0.274
H 5.5913 -1.9634 0.3903 0.0 0.0 0.0 0.544
H 4.1500 -2.0567 -0.6379 0.0 0.0 0.1 -0.087
H 4.2855 -3.1012 0.7984 0.0 0.0 0.0 0.414
H 4.4475 0.7442 -0.3053 0.0 0.0 0.1 -0.959
H 5.7817 0.3823 0.7687 0.0 0.0 0.0 0.875
H 4.4122 1.5618 3.4178 0.1 0.0 -0.1 -0.049
H 5.0895 3.1729 3.1879 0.0 0.0 0.0 0.427
H 6.0882 1.7454 2.9138 0.0 0.0 0.0 0.495
H 3.1044 2.8870 0.0543 0.0 0.0 0.0 -1.132
H 3.3386 3.8139 1.5215 0.0 0.0 0.0 0.818
H 2.5327 3.2023 3.9522 0.0 0.0 0.0 0.480
H 2.5758 1.4533 4.2549 0.0 0.0 0.0 0.234
H 1.0253 2.3124 4.2887 0.0 0.0 0.0 0.513
H 0.8407 4.3131 2.3637 0.0 0.0 0.0 0.563
H -0.5130 3.2438 1.9434 0.0 0.0 0.0 0.354
H 0.5330 3.9052 0.6632 0.0 0.0 0.0 0.352
H 6.7268 2.7177 0.9418 0.0 0.0 0.0 0.606
H 5.6139 4.0488 0.8910 0.0 0.0 0.0 0.488
H 7.3323 0.9390 -1.2250 0.0 0.0 0.0 0.321
H 6.9664 1.3735 -2.8923 0.0 0.0 0.0 0.448
H 5.7125 0.6231 -1.8949 0.1 0.0 0.0 -0.177
H 3.6756 3.9755 -1.8017 0.0 0.0 0.0 0.473
H 3.7334 2.1988 -1.9786 0.0 0.1 0.0 -0.397
H 4.3793 3.2494 -3.2454 0.0 0.0 0.0 0.453
S -1.3695 0.8261 0.4573 0.1 -0.1 0.0 0.860
C -2.6840 -0.0663 -0.0156 0.0 -0.2 0.0 -1.204
N -3.8162 0.5148 -0.4142 0.0 0.1 -0.1 1.014
C -4.7537 -0.2478 -1.2379 0.1 0.0 0.1 -0.784
C -4.9823 -1.5876 -0.6064 0.1 0.0 0.0 -0.574
N -3.7031 -2.2529 -0.3583 -0.1 -0.1 0.1 0.151
C -3.7911 -3.7240 -0.2415 0.0 0.0 0.0 -1.762
C -4.5524 -4.1307 0.9954 -0.1 0.0 0.0 0.793
C -3.9366 -4.1108 2.2450 0.0 0.0 0.0 -0.066
C -4.6583 -4.4442 3.3805 0.0 0.0 0.0 -0.908
C -5.9948 -4.8063 3.2788 0.0 0.0 0.0 -0.407
C -6.6106 -4.8382 2.0367 0.0 0.0 0.0 -0.701
C -5.8898 -4.5010 0.9000 0.0 0.0 0.0 -0.257
C -2.6238 -1.5800 0.0042 0.0 0.2 0.0 0.170
S -1.2506 -2.3693 0.5558 0.2 0.1 -0.1 0.278
C -3.9283 1.9867 -0.4284 0.0 -0.1 0.0 -0.648
C -5.3538 2.4550 -0.3317 0.0 0.0 0.0 -0.515
C -6.0790 2.2191 0.8341 0.0 0.0 0.0 -0.148
C -7.3976 2.6317 0.9316 0.0 0.0 0.0 -0.736
C -7.9991 3.2931 -0.1325 0.0 0.0 0.0 -0.389
C -7.2792 3.5407 -1.2904 0.0 0.0 0.0 -0.699
C -5.9591 3.1195 -1.3901 0.0 0.0 0.0 -0.034
H -4.3472 -0.3420 -2.2503 0.0 0.0 0.0 0.173
H -5.6895 0.2989 -1.2887 0.0 0.0 0.0 0.496
H -5.5632 -2.2235 -1.2709 0.0 0.0 0.0 0.440
H -5.5273 -1.4947 0.3362 0.0 0.0 0.0 0.347
H -2.7805 -4.1205 -0.2446 0.0 0.0 0.0 0.628
H -4.3018 -4.0727 -1.1394 0.0 0.0 0.0 0.535
H -2.8912 -3.8379 2.3293 0.0 0.0 0.0 0.469
H -4.1721 -4.4298 4.3477 0.0 0.0 0.0 0.440
H -6.5528 -5.0718 4.1674 0.0 0.0 0.0 0.388
H -7.6485 -5.1327 1.9508 0.0 0.0 0.0 0.400
H -6.3702 -4.5417 -0.0723 0.0 0.0 0.0 0.380
H -3.4403 2.3675 -1.3319 0.0 0.0 0.0 0.244
H -3.3547 2.3516 0.4212 0.0 0.0 0.0 0.628
H -5.6049 1.7123 1.6688 0.0 0.0 0.0 0.474
H -7.9555 2.4469 1.8407 0.0 0.0 0.0 0.406
H -9.0277 3.6208 -0.0539 0.0 0.0 0.0 0.396
H -7.7427 4.0612 -2.1187 0.0 0.0 0.0 0.405
H -5.3959 3.3101 -2.2971 0.0 0.0 0.0 0.388
Se -0.8262 -0.0057 3.3392 0.1 -0.1 -0.1 -0.215
Se 1.0484 -0.9245 4.3599 0.0 0.0 -0.1 -0.104
Se 0.6257 -3.1946 4.0454 0.1 0.0 0.0 -0.134
Se 1.4818 -3.3167 1.8697 0.0 -0.1 0.1 -0.299
C 0.6410 2.4634 -1.6612 0.0 0.1 -0.1 -0.681
Si 0.6395 0.6746 -2.2443 -0.1 -0.1 0.0 -0.392
C -1.1338 0.3528 -2.8473 0.0 0.1 0.0 -0.682
C 1.7019 0.7552 -3.8011 0.1 0.0 0.0 -1.201
C 1.2900 -0.5921 -0.9985 0.2 0.0 -0.1 3.947
Si 1.5900 -2.1748 -2.0414 -0.1 0.0 0.1 1.077
C 0.2370 -2.4470 -3.3225 0.0 -0.1 -0.1 -1.126
C 1.6750 -3.8561 -1.2086 0.1 0.0 -0.1 -1.490
C 3.2580 -2.0307 -2.9371 0.0 0.0 0.0 -1.243
H 0.3860 3.0505 -2.5511 0.0 0.0 0.0 0.584
H 1.6144 2.8228 -1.3269 0.0 0.0 0.0 -0.060
H -0.1066 2.6917 -0.9038 0.0 0.0 0.0 0.082
H -1.7634 1.2105 -2.5913 0.0 0.0 0.0 0.150
H -1.5868 -0.5461 -2.4320 0.0 0.0 0.0 -0.105
H -1.1503 0.2460 -3.9349 0.0 0.0 0.0 0.748
H 1.3568 1.5986 -4.4074 0.0 0.0 0.0 0.429
H 1.6407 -0.1380 -4.4245 0.0 0.0 0.0 0.418
H 2.7580 0.9258 -3.5756 0.0 0.0 0.0 0.232
H 2.3398 -0.2482 -0.8791 0.0 0.1 0.0 -3.305
H -0.7527 -2.5410 -2.8690 0.0 0.0 0.0 0.152
H 0.4620 -3.3992 -3.8132 0.0 0.0 0.0 0.467
H 0.1896 -1.6831 -4.0990 -0.1 -0.1 0.1 0.407
H 0.7365 -4.1936 -0.7692 0.0 0.0 0.0 0.251
H 2.4705 -3.9695 -0.4701 0.0 0.0 -0.1 0.319
H 1.9198 -4.5399 -2.0299 0.0 0.0 0.0 0.449
H 3.1319 -1.9704 -4.0195 0.0 0.0 0.0 0.411
H 3.8669 -2.9170 -2.7371 0.0 0.0 0.0 0.461
H 3.8404 -1.1553 -2.6388 0.0 0.0 0.0 0.008
```
Forces are in eV/Å.

Properties
- DFT total energy: -19255.113730 Ha
- Orbital gap: 5.964 eV
- HOMO: -0.3582 Eh
- Net charge: +1
- Max |F|: 0.0090 Eh/bohr
- ΔE to the lowest compared entry with this formula, charge and spin: 0.0000 eV
- LUMO: -3.8 eV

***

- Look up the orbital gap of the first one.
  6.729 eV

***

- Which value of orbital gap does entry 2 give?
  5.964 eV